# C6H14N3

The ion C6H14N3 with charge +1 (ωB97M-V/def2-TZVPD, OMol25).

CARTESIAN COORDINATES (ANGSTROEM)
C  -0.76  -0.23  -0.71
C  -0.23  -1.10  0.38
C  1.61  0.51  0.14
C  0.04  0.44  0.42
C  -2.30  -0.27  -0.81
C  -0.48  1.43  1.40
N  2.03  -0.84  0.45
N  1.82  0.97  -1.15
N  1.06  -1.83  0.19
H  -0.29  -0.46  -1.69
H  -0.99  -1.55  1.06
H  2.21  1.06  0.83
H  -2.63  -1.12  -1.23
H  -2.63  0.65  -1.41
H  -2.74  -0.37  0.17
H  0.25  1.57  2.21
H  -1.51  1.16  1.88
H  -0.75  2.31  0.79
H  2.92  -1.01  0.12
H  0.91  1.24  -1.60
H  2.53  1.73  -1.37
H  1.20  -2.61  0.96
H  1.15  -2.14  -0.77

Summary:
LUMO level = -3.23 eV
Net charge = +1
E_HOMO = -13.43 eV
SMILES string = C[C@@H]1[C@H]2[NH2+]N[C@@H](N)[C@@]12C
Relative energy (zero: lowest compared OMol25 entry of this formula, charge and spin) = 73.0 kcal/mol
Kohn-Sham gap = 0.3747 hartree

These are the natural (NBO) partial charges, in e, on atoms 1 to 6: -0.233, -0.122, 0.086, 0.005, -0.598, -0.637

---

# C3H6ClO4P

The ion C3H6ClO4P with charge -2 (ωB97M-V/def2-TZVPD, OMol25).

CARTESIAN COORDINATES (ANGSTROEM)
C  -0.04  0.84  2.13
C  0.56  0.67  0.74
C  -0.37  -0.09  -0.34
O  -0.52  -1.95  -2.20
O  1.80  -1.13  -1.60
O  0.35  0.40  -3.01
O  -0.97  -1.21  0.02
P  0.42  -0.70  -1.93
Cl  -1.78  1.05  -0.69
H  -0.73  1.73  2.16
H  -0.63  -0.16  2.17
H  0.87  0.78  2.74
H  1.46  -0.03  0.58
H  0.64  1.56  0.20
H  -1.05  -1.76  -0.96

Summary:
LUMO level = 6.17 eV
Net charge = -2
E_HOMO = 0.12 eV
SMILES string = CC[C@@](O)(Cl)P(=O)([O-])[O-]
Relative energy (zero: lowest compared OMol25 entry of this formula, charge and spin) = 67.4 kcal/mol
Kohn-Sham gap = 0.2222 hartree

These are the natural (NBO) partial charges, in e, on atoms 1 to 6: -0.673, -0.467, -0.017, -1.182, -1.238, -1.236

---

# C5H8N3O4S

A structure of composition C5H8N3O4S (ωB97M-V/def2-TZVPD, OMol25).

CARTESIAN COORDINATES (ANGSTROEM)
C  -2.33  -0.30  0.72
C  -2.56  1.07  0.81
C  -0.49  0.70  1.17
C  -0.30  -1.68  0.50
C  1.86  0.84  -0.45
N  -0.99  -0.47  0.93
N  -1.40  1.74  1.15
N  1.12  -0.46  -3.66
O  1.01  0.64  -4.23
O  1.77  2.15  1.89
O  0.17  -1.01  -3.13
O  1.83  -1.02  2.55
S  1.33  0.88  1.36
H  -3.08  -1.14  0.44
H  -3.58  1.55  0.70
H  -0.38  -1.83  -0.53
H  0.79  -1.59  0.81
H  -0.49  -2.58  1.13
H  2.89  1.02  -0.38
H  1.50  -0.06  -0.83
H  1.32  1.56  -0.95

Summary:
LUMO level (alpha / beta) = 1.14 / 1.11 eV
Net charge = -1
E_HOMO (alpha / beta) = -3.21 / -3.21 eV
Relative energy (zero: lowest compared OMol25 entry of this formula, charge and spin) = 97.2 kcal/mol
Kohn-Sham gap (alpha / beta) = 0.1597 / 0.1589 hartree

These are the natural (NBO) partial charges, in e, on atoms 1 to 6: -0.095, -0.080, 0.098, -0.460, -0.706, -0.320